# C25H29N4O9

A 4-piece molecular cluster, C25H29N4O9 overall (the ωB97M-V functional and the def2-TZVPD basis, the OMol25 dataset).

HOMO = -11.81 eV
F_max = 2.95 eV/Å
Net charge = +1

Positions of all 67 atoms, in Å:
O  -3.283  -2.347  2.921
C  -2.063  -2.332  2.997
O  -1.409  -1.422  3.744
C  0.001  -1.625  3.792
C  0.666  -0.346  4.281
C  1.413  0.365  3.161
C  2.647  -0.482  2.763
N  3.057  -0.384  1.311
C  1.945  -0.065  0.368
C  1.162  1.066  0.978
O  0.492  0.544  2.113
H  -1.464  -3.036  2.404
H  0.223  -2.455  4.455
H  0.371  -1.902  2.809
H  1.305  -0.526  5.136
H  -0.125  0.323  4.599
H  1.751  1.329  3.536
H  2.525  -1.524  3.021
H  3.485  -0.121  3.346
H  3.789  0.318  1.188
H  3.466  -1.272  1.028
H  2.384  0.276  -0.557
H  1.278  -0.903  0.230
H  1.819  1.883  1.270
H  0.437  1.441  0.269
C  -4.748  -4.107  -2.299
C  -4.186  -3.262  -1.351
C  -2.910  -3.515  -0.878
C  -2.218  -4.605  -1.362
C  -2.759  -5.462  -2.302
C  -4.037  -5.204  -2.770
N  -0.857  -4.841  -0.860
O  -0.422  -4.070  -0.019
O  -0.238  -5.774  -1.309
H  -5.744  -3.911  -2.672
H  -4.741  -2.413  -0.979
H  -2.454  -2.875  -0.139
H  -2.200  -6.311  -2.664
H  -4.480  -5.861  -3.505
C  6.144  3.372  -4.563
C  4.771  3.537  -4.696
C  3.929  3.215  -3.647
C  4.486  2.730  -2.476
C  5.851  2.556  -2.323
C  6.682  2.880  -3.380
N  3.599  2.403  -1.365
O  2.407  2.539  -1.511
O  4.095  1.992  -0.321
H  6.798  3.631  -5.384
H  4.357  3.921  -5.617
H  2.861  3.342  -3.743
H  6.263  2.179  -1.400
H  7.750  2.754  -3.281
C  -3.436  0.884  1.385
C  -2.712  2.050  1.603
C  -3.010  3.199  0.890
C  -4.031  3.157  -0.041
C  -4.761  2.009  -0.276
C  -4.459  0.866  0.447
N  -4.352  4.377  -0.800
O  -3.673  5.359  -0.591
O  -5.264  4.320  -1.592
H  -3.213  -0.006  1.957
H  -1.921  2.063  2.340
H  -2.458  4.111  1.056
H  -5.556  2.005  -1.007
H  -5.027  -0.038  0.283

# C23H36Cl9NO12Zr

C23H36Cl9NO12Zr as an isolated structure (the ωB97M-V functional and the def2-TZVPD basis, the OMol25 dataset).

Relative energy (zero: lowest compared OMol25 entry of this formula, charge and spin) = 0.000 eV
HOMO = -12.85 eV
F_max = 5.96 eV/Å
Net charge = +2

Positions of all 82 atoms, in Å:
Zr  -2.353  -0.018  -0.632
C  -0.057  -3.090  0.246
C  -0.229  -2.689  1.699
C  1.074  -3.045  2.414
C  1.233  -2.317  3.746
C  1.207  -0.814  3.501
C  -0.077  -0.285  2.841
N  -0.455  -1.210  1.748
O  -1.516  -0.818  1.090
C  0.265  1.073  2.264
C  -1.189  -0.233  3.879
C  -1.382  -3.434  2.333
H  0.883  -2.754  -0.182
H  -0.923  -2.926  -0.381
H  -0.022  -4.187  0.285
H  1.956  -2.858  1.799
H  1.048  -4.102  2.685
H  2.166  -2.537  4.261
H  0.397  -2.587  4.399
H  2.041  -0.592  2.821
H  1.410  -0.243  4.407
H  -0.636  1.539  1.863
H  1.011  1.001  1.473
H  0.656  1.790  2.987
H  -0.849  0.319  4.763
H  -1.456  -1.217  4.256
H  -2.055  0.351  3.567
H  -1.417  -3.357  3.424
H  -1.249  -4.514  2.209
H  -2.392  -3.198  1.994
C  1.584  0.637  -1.618
C  0.136  0.468  -1.369
O  -0.601  1.315  -0.755
O  -0.505  -0.572  -1.744
H  1.899  1.670  -1.477
H  1.750  0.498  -2.689
H  2.151  -0.031  -0.974
C  -0.130  -2.071  -5.614
Cl  -1.581  -1.255  -4.970
Cl  -0.344  -3.810  -5.551
Cl  1.293  -1.575  -4.712
H  -0.014  -1.754  -6.641
C  5.730  3.467  -0.223
Cl  4.231  2.490  -0.155
Cl  5.704  4.560  -1.603
Cl  7.110  2.395  -0.281
H  5.755  4.075  0.671
C  4.567  -1.719  -0.885
Cl  3.733  -3.258  -0.942
Cl  6.251  -1.878  -1.342
Cl  4.425  -0.970  0.710
H  4.104  -1.048  -1.595
C  -3.006  -5.054  -3.231
C  -3.848  -4.076  -4.066
O  -3.839  -2.877  -3.270
C  -2.904  -2.980  -2.358
O  -2.644  -2.092  -1.558
O  -2.315  -4.152  -2.324
H  -2.296  -5.581  -3.855
H  -3.614  -5.701  -2.605
H  -4.862  -4.402  -4.279
H  -3.392  -3.897  -5.040
C  -3.141  3.917  3.269
C  -3.789  4.657  2.087
O  -3.436  3.803  0.961
C  -2.982  2.668  1.407
O  -2.769  1.703  0.678
O  -2.832  2.620  2.706
H  -3.831  3.777  4.096
H  -2.244  4.413  3.623
H  -3.297  5.605  1.886
H  -4.865  4.799  2.090
C  1.183  5.189  -2.739
C  2.107  4.570  -1.683
O  1.256  4.360  -0.558
C  -0.025  4.577  -0.909
O  -0.950  4.477  -0.170
O  -0.124  4.939  -2.202
H  1.300  4.827  -3.756
H  1.377  6.263  -2.800
H  2.849  5.305  -1.388
H  2.596  3.657  -2.007

# C38H46BrClN5O11P2STa

C38H46BrClN5O11P2STa as an isolated structure (the ωB97M-V functional and the def2-TZVPD basis, the OMol25 dataset).

Relative energy (zero: lowest compared OMol25 entry of this formula, charge and spin) = 1.569 eV
HOMO = -7.61 eV
F_max = 2.31 eV/Å
Net charge = 0

Positions of all 106 atoms, in Å:
Ta  -0.981  0.002  1.017
O  -1.032  0.746  5.277
P  -0.678  -0.303  4.160
O  0.356  -1.239  4.584
O  -0.420  0.502  2.841
O  -2.103  -1.017  3.861
P  -2.223  -2.289  2.872
O  -3.716  -2.150  2.391
O  -1.879  -3.584  3.451
O  -1.315  -1.827  1.673
H  -1.708  1.388  5.021
H  -4.230  -2.936  2.613
Br  -2.414  2.496  -3.486
C  -3.770  1.829  -2.340
C  -5.059  1.694  -2.846
C  -6.039  1.245  -1.982
C  -5.703  0.959  -0.667
C  -4.382  1.112  -0.291
N  -3.421  1.536  -1.110
C  -4.017  0.813  1.135
O  -4.829  0.699  2.002
O  -2.693  0.703  1.396
H  -5.271  1.941  -3.875
H  -7.057  1.126  -2.330
H  -6.429  0.618  0.057
C  4.878  0.724  1.180
C  4.095  1.243  -0.031
C  4.565  2.650  -0.406
C  4.201  0.285  -1.207
C  5.472  -0.117  -1.612
C  5.647  -1.034  -2.629
C  4.531  -1.558  -3.260
C  3.244  -1.179  -2.903
C  2.090  -1.762  -3.689
C  1.148  -2.594  -2.817
C  1.353  -0.685  -4.487
C  3.077  -0.237  -1.871
N  1.794  0.141  -1.399
C  1.456  1.354  -1.546
C  0.484  2.162  -0.834
C  0.489  3.491  -1.169
C  -0.281  4.168  -0.229
C  -0.750  3.257  0.690
N  -0.307  1.957  0.323
C  -1.614  3.829  1.844
C  -1.765  3.009  3.124
C  -0.951  5.150  2.310
C  -3.011  4.202  1.328
H  4.595  1.280  2.077
H  5.955  0.843  1.047
H  4.675  -0.336  1.345
H  3.052  1.309  0.275
H  5.616  2.642  -0.705
H  4.459  3.330  0.442
H  3.986  3.054  -1.239
H  6.339  0.293  -1.108
H  6.641  -1.338  -2.930
H  4.654  -2.275  -4.064
H  2.543  -2.437  -4.421
H  0.688  -1.977  -2.046
H  1.695  -3.402  -2.327
H  0.358  -3.038  -3.429
H  2.060  -0.054  -5.029
H  0.759  -0.049  -3.831
H  0.685  -1.148  -5.215
H  2.027  1.988  -2.237
H  1.037  3.916  -1.995
H  -0.462  5.228  -0.218
H  -0.792  2.719  3.516
H  -2.385  2.128  2.979
H  -2.259  3.640  3.866
H  0.103  5.002  2.545
H  -1.459  5.506  3.208
H  -1.030  5.941  1.568
H  -3.611  3.333  1.090
H  -2.937  4.815  0.429
H  -3.545  4.770  2.094
Cl  -3.082  -4.271  -6.268
C  -2.798  -3.401  -4.792
C  -2.278  -2.120  -4.849
C  -2.036  -1.437  -3.667
C  -2.341  -2.024  -2.450
C  -2.889  -3.302  -2.408
C  -3.101  -4.006  -3.580
C  -2.179  -1.283  -1.173
O  -3.055  -1.331  -0.322
O  -1.070  -0.607  -0.956
H  -2.055  -1.668  -5.806
H  -1.611  -0.443  -3.693
H  -3.144  -3.741  -1.453
H  -3.505  -5.008  -3.563
S  1.543  -0.948  1.021
C  1.807  -1.988  2.393
N  1.208  -3.158  2.532
C  1.367  -4.003  3.713
C  2.783  -3.845  4.239
C  3.073  -2.371  4.459
N  2.791  -1.650  3.223
H  0.413  -3.318  1.934
H  1.170  -5.032  3.415
H  0.625  -3.714  4.457
H  3.492  -4.252  3.514
H  2.900  -4.395  5.172
H  4.117  -2.206  4.721
H  2.439  -1.971  5.253
H  3.137  -0.711  3.110

# C16H17NO

A 2-piece molecular cluster, C16H17NO overall (the ωB97M-V functional and the def2-TZVPD basis, the OMol25 dataset).

Structure (SMILES) = Cc1c[nH]c2ccccc12.Cc1ccc(O)cc1
Relative energy (zero: lowest compared OMol25 entry of this formula, charge and spin) = 2.113 eV
HOMO = -7.76 eV
F_max = 4.22 eV/Å
Net charge = 0

Positions of all 35 atoms, in Å:
C  2.864  0.240  -0.335
C  1.798  -0.455  -1.050
C  1.618  -1.780  -0.997
N  0.496  -2.136  -1.775
C  -0.171  -0.980  -2.151
C  -1.212  -0.628  -3.079
C  -1.513  0.746  -3.236
C  -0.691  1.779  -2.745
C  0.465  1.426  -1.964
C  0.634  0.096  -1.676
H  2.521  0.502  0.734
H  3.205  1.160  -0.703
H  3.708  -0.387  -0.129
H  2.130  -2.490  -0.431
H  -0.018  -2.971  -1.769
H  -1.847  -1.421  -3.414
H  -2.446  1.100  -3.841
H  -1.043  2.798  -2.785
H  1.111  2.191  -1.485
C  0.739  -1.870  2.392
C  -0.179  -0.672  2.197
C  0.083  0.426  2.976
C  -0.605  1.619  2.691
C  -1.692  1.507  1.858
O  -2.377  2.643  1.776
C  -1.978  0.398  1.055
C  -1.239  -0.707  1.186
H  1.798  -1.761  2.617
H  0.624  -2.592  1.514
H  0.282  -2.310  3.214
H  0.733  0.413  3.771
H  -0.266  2.680  3.018
H  -3.360  2.550  1.575
H  -2.815  0.498  0.341
H  -1.356  -1.614  0.649

# CHO2Ru

CHO2Ru as an isolated structure (the ωB97M-V functional and the def2-TZVPD basis, the OMol25 dataset).

Multiplicity = 6
HOMO (alpha / beta) = -23.31 / -23.07 eV
<S²> = 8.766
F_max = 5.22 eV/Å
Net charge = +2

Positions of all 5 atoms, in Å:
O  0.008  -0.809  -0.189
C  -1.027  0.722  -0.100
O  -0.064  1.435  0.062
Ru  1.575  0.218  0.101
H  -0.492  -1.565  0.125

# C21H65F9FeN9O21S2

C21H65F9FeN9O21S2 as an isolated structure (the ωB97M-V functional and the def2-TZVPD basis, the OMol25 dataset).

Multiplicity = 6
HOMO (alpha / beta) = -8.50 / -8.50 eV
<S²> = 8.760
F_max = 5.61 eV/Å
Net charge = 0

Positions of all 128 atoms, in Å:
Fe  20.202  3.727  14.797
C  16.147  5.592  13.618
F  16.723  6.597  14.384
F  14.839  5.670  13.667
F  16.447  5.830  12.371
S  16.849  3.904  14.207
O  16.086  3.616  15.400
O  16.599  2.954  13.111
O  18.284  4.070  14.471
C  18.270  5.245  18.439
F  18.824  4.364  19.286
F  17.309  4.708  17.688
F  17.791  6.210  19.257
S  19.658  5.983  17.281
O  20.100  4.942  16.321
O  19.011  7.087  16.553
O  20.735  6.575  18.114
C  21.022  5.232  12.022
O  21.105  3.847  11.607
O  20.753  5.076  13.405
C  22.182  6.182  11.530
F  23.388  5.848  11.855
F  22.287  6.313  10.231
F  21.977  7.380  11.984
C  21.604  3.434  10.340
C  20.524  3.407  9.246
H  20.984  3.228  8.274
H  19.904  2.560  9.541
H  19.940  4.325  9.308
H  21.900  2.385  10.359
H  22.471  4.033  10.063
H  20.159  5.565  11.445
C  19.557  0.417  22.463
C  18.559  0.039  21.332
C  17.748  1.258  20.875
O  16.869  1.699  21.952
C  16.099  2.862  21.568
N  19.367  -0.589  20.297
H  19.131  0.779  23.399
H  20.202  1.192  22.049
H  20.180  -0.440  22.717
H  17.777  -0.633  21.686
H  17.021  1.002  20.104
H  18.351  2.065  20.459
H  15.171  2.407  21.223
H  16.544  3.485  20.792
H  16.062  3.543  22.419
H  19.828  0.206  19.880
H  18.715  -0.776  19.549
C  19.280  5.824  22.334
C  20.610  6.575  22.342
C  21.750  5.842  23.125
O  21.499  6.088  24.550
C  22.615  5.840  25.420
N  21.221  6.886  21.013
H  18.593  6.538  21.881
H  18.932  5.682  23.357
H  19.304  4.892  21.769
H  20.418  7.527  22.835
H  22.781  6.134  22.923
H  21.732  4.790  22.843
H  23.489  6.340  25.003
H  22.830  4.776  25.521
H  22.476  6.198  26.440
H  21.509  6.075  20.485
H  20.477  7.226  20.421
C  18.826  9.811  21.988
C  18.100  10.584  20.878
C  18.435  9.945  19.496
O  18.074  10.749  18.362
C  19.057  11.693  17.919
N  16.653  10.537  21.174
H  18.310  8.935  22.382
H  18.847  10.398  22.906
H  19.814  9.508  21.642
H  18.413  11.628  20.875
H  17.798  9.080  19.313
H  19.444  9.548  19.387
H  18.794  11.914  16.884
H  20.071  11.293  17.943
H  18.905  12.559  18.563
H  16.548  11.130  21.985
H  16.254  11.136  20.466
O  16.958  1.413  16.807
H  16.482  2.244  16.791
H  16.536  0.883  16.131
O  21.945  9.212  18.431
H  21.510  8.360  18.468
H  22.832  9.016  18.130
O  22.154  3.162  15.097
H  22.826  3.639  15.585
H  22.646  2.591  14.507
O  14.120  3.685  17.115
H  13.629  4.371  16.664
H  14.853  3.490  16.530
O  19.612  2.379  16.331
H  20.189  1.725  16.725
H  18.776  2.264  16.783
O  14.988  8.699  19.951
H  15.607  8.247  19.377
H  15.485  9.436  20.305
O  17.075  8.950  16.432
H  17.518  9.527  17.054
H  17.736  8.298  16.197
C  13.840  7.494  16.926
O  12.818  7.170  17.447
N  14.984  6.920  17.228
N  14.031  8.601  16.311
H  15.757  7.347  16.739
H  15.027  5.933  17.439
H  13.252  9.232  16.431
H  15.003  8.877  16.303
C  22.192  3.169  19.224
O  21.304  2.799  18.506
N  22.506  4.442  19.295
N  22.667  2.557  20.259
H  22.132  5.045  18.576
H  23.356  4.566  19.826
H  23.232  3.038  20.944
H  22.654  1.551  20.340
C  23.315  6.590  15.522
O  23.282  5.523  16.134
N  22.324  7.470  15.504
N  24.255  7.083  14.741
H  22.546  8.293  14.963
H  21.484  7.300  16.040
H  25.123  6.566  14.745
H  24.178  8.058  14.491